# 1
# C7H8O

2 unconnected molecules or ions with the total composition C7H8O (ωB97M-V/def2-TZVPD, the Open Molecules 2025 dataset).

relative energy (zero: lowest compared OMol25 entry of this formula, charge and spin): 797.3 kJ/mol
total energy: -346.47183 a.u.
total charge: 0
E_LUMO: -1.3154 eV
HOMO: -8.4 eV

Each line ends with the natural charge from an NBO analysis.
Cartesian coordinates (Å):
C 1.139 0.564 -1.867  -0.5361
C 2.337 0.240 -1.988  0.1316
C -1.437 -0.628 -0.926  0.7059
C -0.100 0.698 -2.141  -0.0735
C 1.082 0.264 1.575  -0.6335
C -0.875 -0.931 0.418  -0.5407
C -0.373 0.426 1.117  -0.3872
O -2.406 -1.020 -1.461  -0.4856
H -0.710 1.026 -3.012  0.2227
H 1.258 -0.802 1.893  0.2061
H 1.420 0.968 2.401  0.2192
H 1.973 0.383 0.821  0.2428
H -0.196 -1.728 0.092  0.2610
H -1.658 -1.285 0.973  0.2353
H -0.329 1.164 0.346  0.2198
H -1.126 0.661 1.759  0.2121

=====

# 2
# C7H12BrN3RbSbSe4

A molecular structure, C7H12BrN3RbSbSe4 (ωB97M-V/def2-TZVPD, the Open Molecules 2025 dataset).

relative energy (zero: lowest compared OMol25 entry of this formula, charge and spin): 20.1 kJ/mol
total energy: -12882.41629 a.u.
total charge: -2
E_LUMO: 3.4907 eV
HOMO: -0.4 eV

Each line ends with the natural charge from an NBO analysis.
Cartesian coordinates (Å):
Rb -0.185 0.837 -0.180  0.8830
N -2.078 -1.708 -0.650  -0.8705
C -1.542 -2.446 -1.804  -0.2424
C -1.502 -1.622 -3.080  -0.2118
N -0.588 -0.493 -2.948  -0.8823
H -1.429 -1.788 0.127  0.3854
H -2.959 -2.097 -0.345  0.3447
H -2.130 -3.354 -1.988  0.1602
H -0.525 -2.767 -1.566  0.2361
H -2.507 -1.241 -3.302  0.1597
H -1.227 -2.298 -3.905  0.1536
H -0.351 -0.103 -3.851  0.3515
H 0.288 -0.800 -2.516  0.4044
Se 5.425 -0.343 -1.080  -0.8858
Sb 3.530 -0.075 0.429  1.0933
Se 2.609 2.249 0.289  -1.0219
Se 1.741 -1.704 -0.293  -1.0793
Se 4.021 -0.540 2.791  -0.9399
Br 0.515 -0.153 7.342  0.0116
C 0.090 0.208 5.524  -0.0350
C -1.229 0.082 5.100  -0.3202
C -1.484 0.356 3.772  0.0298
N -0.553 0.738 2.894  -0.4674
C 0.702 0.832 3.325  0.0811
C 1.076 0.567 4.644  -0.2706
H -2.015 -0.223 5.775  0.2142
H -2.498 0.268 3.396  0.1752
H 1.458 1.123 2.599  0.2712
H 2.124 0.626 4.903  0.2722

=====

# 3
# C33H89Cl3N8O8

9 unconnected molecules or ions with the total composition C33H89Cl3N8O8 (ωB97M-V/def2-TZVPD, the Open Molecules 2025 dataset).

relative energy (zero: lowest compared OMol25 entry of this formula, charge and spin): 16.7 kJ/mol
total energy: -3731.05295 a.u.
total charge: 0
E_LUMO: 0.5333 eV
HOMO: -8.9 eV
SMILES: COC[C@H](C)N.COC[C@H](C)N.COC[C@H](C)N.COC[C@H](C)N.COC[C@H](C)N.COC[C@H](C)N.COC[C@H](C)N.COC[C@H](C)N.ClC(Cl)Cl

Each line ends with the Mulliken charge.
Cartesian coordinates (Å):
C 5.560 -2.129 -2.937  -0.6697
O 5.767 -0.737 -3.112  -0.3719
C 5.039 0.085 -2.186  -0.3123
C 5.757 1.366 -2.023  0.6093
C 4.926 2.197 -1.090  -1.4691
N 5.748 2.055 -3.353  -0.7092
H 5.599 -2.468 -1.855  0.2901
H 6.391 -2.540 -3.500  0.2818
H 4.655 -2.494 -3.415  0.2235
H 4.028 0.293 -2.583  -0.1810
H 5.010 -0.452 -1.214  0.4701
H 6.764 1.186 -1.706  0.3165
H 5.460 3.080 -0.750  0.4393
H 4.744 1.571 -0.224  0.3001
H 3.949 2.463 -1.476  0.3741
H 6.417 1.638 -3.959  0.2176
H 5.980 3.061 -3.308  0.2210
C 7.024 6.500 5.857  -0.6893
O 5.729 6.399 5.317  -0.2966
C 5.860 5.972 3.985  -0.6272
C 4.487 5.763 3.362  0.1667
C 3.704 4.821 4.265  -1.3418
N 4.637 5.156 2.068  -0.5000
H 7.654 5.568 5.664  0.2904
H 6.899 6.661 6.913  0.2658
H 7.570 7.391 5.456  0.2715
H 6.506 6.660 3.393  0.3743
H 6.460 5.020 3.929  0.3063
H 3.998 6.762 3.317  0.2825
H 3.665 5.246 5.288  0.3705
H 4.253 3.902 4.360  0.3556
H 2.717 4.589 3.881  0.3026
H 5.244 5.657 1.461  0.2433
H 5.071 4.229 2.202  0.2442
C -3.383 -2.958 -4.421  -1.1091
O -3.386 -2.049 -3.361  0.6134
C -4.524 -1.166 -3.359  -1.1989
C -4.204 -0.103 -2.374  1.9263
C -4.177 -0.676 -0.922  -0.4907
N -5.361 0.772 -2.417  -0.7758
H -2.561 -3.591 -4.223  0.2652
H -3.184 -2.431 -5.369  0.3282
H -4.321 -3.496 -4.520  0.3158
H -4.582 -0.757 -4.374  0.4978
H -5.448 -1.644 -3.019  0.2614
H -3.209 0.326 -2.581  -0.8628
H -3.322 -1.317 -0.728  -0.0143
H -5.172 -1.114 -0.749  0.4863
H -4.076 0.173 -0.215  -0.5005
H -5.268 1.333 -3.265  0.3875
H -5.308 1.381 -1.598  0.1943
C -7.414 4.885 1.375  -0.7578
O -6.007 4.703 1.330  -0.3325
C -5.509 4.746 -0.032  -0.9574
C -4.239 3.973 -0.048  0.5589
C -3.595 3.946 -1.464  -1.1135
N -4.565 2.568 0.398  -0.2897
H -7.943 4.992 0.404  0.3357
H -7.543 5.900 1.836  0.2491
H -7.895 4.121 1.914  0.2766
H -6.270 4.309 -0.705  0.3637
H -5.396 5.802 -0.335  0.3324
H -3.528 4.399 0.628  0.4221
H -2.583 3.584 -1.335  0.0881
H -3.499 4.952 -1.855  0.4878
H -4.255 3.390 -2.087  0.2362
H -5.127 2.704 1.252  0.3320
H -3.716 2.154 0.776  -0.3764
C -3.234 -7.183 1.521  -0.8157
O -2.851 -6.108 0.717  -0.1181
C -2.786 -6.540 -0.606  -1.3060
C -2.514 -5.459 -1.647  0.6681
C -1.291 -4.635 -1.228  -1.1588
N -3.720 -4.639 -1.761  -0.5817
H -2.515 -7.982 1.424  0.3755
H -4.246 -7.562 1.228  0.3289
H -3.211 -6.786 2.518  0.1811
H -1.957 -7.246 -0.776  0.4378
H -3.740 -7.104 -0.757  0.4655
H -2.342 -6.026 -2.582  0.2370
H -0.466 -5.272 -0.954  0.5336
H -1.571 -4.031 -0.352  0.1925
H -0.926 -3.959 -2.005  0.1842
H -4.254 -4.568 -0.867  0.3131
H -3.447 -3.685 -2.007  -0.0740
C 2.083 2.550 0.781  -1.0259
O 1.513 2.030 -0.460  -0.4605
C 0.990 0.728 -0.346  -0.1031
C -0.211 0.583 0.634  0.2173
C -0.689 -0.826 0.538  -0.8010
N -1.221 1.552 0.201  0.0852
H 1.351 2.880 1.547  0.3506
H 2.800 3.321 0.557  0.3814
H 2.609 1.709 1.189  0.4166
H 0.565 0.618 -1.394  -0.5556
H 1.752 0.009 -0.020  0.5570
H 0.134 0.766 1.618  0.5302
H -0.854 -1.069 -0.485  -0.4044
H -1.613 -1.023 1.069  0.2785
H 0.040 -1.554 0.941  0.4969
H -0.834 2.455 0.111  0.3490
H -1.573 1.287 -0.712  -0.2761
C 2.952 -1.195 -5.726  -0.7107
O 1.685 -1.315 -5.114  -0.2655
C 1.195 0.026 -4.930  -1.0759
C -0.285 -0.071 -4.622  0.6438
C -0.888 1.293 -4.666  -1.4198
N -0.389 -0.645 -3.259  0.1902
H 3.238 -2.188 -6.050  0.2427
H 3.667 -0.702 -5.088  0.2506
H 2.847 -0.542 -6.618  0.3311
H 1.806 0.627 -4.207  0.2266
H 1.231 0.487 -5.963  0.4556
H -0.659 -0.734 -5.503  0.2485
H -0.296 2.004 -4.090  0.2725
H -1.932 1.279 -4.263  0.2037
H -0.801 1.623 -5.703  0.5289
H 0.358 -1.374 -3.257  0.2643
H -1.221 -1.177 -3.020  -0.5232
C -1.106 -4.426 3.341  -0.7196
O 0.025 -4.087 4.082  -0.0580
C 0.635 -5.177 4.668  -0.6913
C 1.984 -4.801 5.422  -0.0177
C 1.712 -3.800 6.619  -1.2466
N 2.909 -4.176 4.506  -0.6809
H -0.735 -5.121 2.555  0.3266
H -1.472 -3.545 2.862  0.0916
H -1.907 -4.945 3.894  0.3146
H -0.073 -5.676 5.346  0.3571
H 0.889 -5.902 3.848  0.3476
H 2.476 -5.668 5.788  0.4942
H 1.459 -2.870 6.111  0.2288
H 2.643 -3.671 7.142  0.3836
H 0.954 -4.137 7.322  0.3400
H 2.461 -3.392 4.089  0.2707
H 3.266 -4.808 3.795  0.2588
Cl -2.946 2.109 4.265  -0.1517
C -2.583 0.689 3.239  1.2571
Cl -4.017 -0.033 2.531  -0.1016
Cl -1.582 -0.555 4.009  -0.0772
H -1.970 1.087 2.425  -0.9171